Model A:
Below is C16H19N3O3 in the gas phase, with properties calculated with ωB97M-V with the def2-TZVPD basis set.

The geometry in XYZ format:
```
41
C16H19N3O3, DFT ωB97M-V with the def2-TZVPD basis set
N -0.1332 -2.5062 1.4824
C 0.3597 -1.7409 0.4342
C -0.8524 -1.2333 -0.4986
C -1.7507 -0.1042 0.1591
C -1.6501 0.8838 1.2301
N -2.6917 1.6661 1.1520
C -3.7608 1.2204 0.3863
C -4.9853 1.6756 0.0846
C -5.9538 0.8649 -0.4700
C -5.4833 -0.3155 -1.0845
C -4.1266 -0.7128 -0.9029
C -3.2199 0.0535 -0.1364
C 1.1825 -0.4543 0.8062
O 0.9238 0.2831 1.7425
N 2.3982 -0.4241 0.2306
C 2.8957 -0.9649 -1.0618
C 4.3895 -0.5970 -1.1926
C 4.7605 -0.0245 0.1376
C 3.3435 0.5794 0.5299
C 3.0351 1.8391 -0.2135
O 1.9844 2.1439 -0.7380
O 3.9842 2.7889 -0.0868
H 0.6423 -2.6592 2.1591
H -0.7053 -2.0208 2.1710
H 0.9590 -2.6169 -0.1032
H -1.4363 -2.2194 -0.8064
H -0.3210 -0.9426 -1.4503
H -0.8078 1.1460 1.7592
H -2.7222 2.4487 1.8347
H -5.1642 2.7370 0.1746
H -7.0911 1.1185 -0.3887
H -6.0737 -0.8740 -1.7760
H -3.8416 -1.7081 -1.2282
H 2.1732 -0.5991 -1.8663
H 2.8434 -2.0251 -0.9825
H 5.0025 -1.3556 -1.4535
H 4.4563 0.1873 -1.9347
H 5.5114 0.7650 0.0464
H 5.0579 -0.7439 0.9835
H 3.1672 0.9445 1.5460
H 3.7008 3.4969 -0.6751
```

Values from the calculation:
SMILES string: N[C@@H](Cc1c[nH]c2ccccc12)C(=O)N1CCC[C@H]1C(=O)O
LUMO level (Ha): 0.02081
Multiplicity: 1
Molecular weight (g mol⁻¹): 301.346



Model B:
Below is C16H19N3O3 in the gas phase, with properties calculated with ωB97M-V with the def2-TZVPD basis set.

The geometry in XYZ format:
```
41
C16H19N3O3, DFT ωB97M-V with the def2-TZVPD basis set
C -0.6106 -3.0800 -0.4571
C -0.5632 -1.6205 -0.1737
N -1.6552 -0.8900 -0.0440
N -1.2558 0.3600 0.1934
C -2.2285 1.4093 0.4084
C -3.6140 0.8837 0.1450
C -4.4067 0.4262 1.1873
C -5.6727 -0.0724 0.9367
C -6.1557 -0.1209 -0.3594
C -5.3674 0.3297 -1.4045
C -4.1030 0.8300 -1.1530
C 0.0922 0.4747 0.2174
C 0.8269 1.7424 0.4382
C 0.5757 -0.8054 -0.0118
N 1.9110 -1.2271 -0.0971
C 2.9073 -0.8284 0.7236
O 2.7524 -0.1102 1.6886
C 4.2823 -1.3403 0.2973
C 4.7568 -0.5694 -0.9456
C 4.6187 0.9120 -0.6781
O 3.7766 1.6225 -1.1587
O 5.5394 1.3511 0.1781
H -1.6454 -3.4086 -0.4527
H -0.1759 -3.2980 -1.4334
H -0.0543 -3.6338 0.2986
H -2.1472 1.7681 1.4413
H -2.0084 2.2407 -0.2712
H -4.0301 0.4574 2.1993
H -6.2831 -0.4258 1.7548
H -7.1438 -0.5108 -0.5553
H -5.7391 0.2908 -2.4181
H -3.4876 1.1776 -1.9702
H 0.1629 2.6014 0.3982
H 1.3233 1.7123 1.4085
H 1.6052 1.8536 -0.3163
H 2.1072 -1.9181 -0.8062
H 4.2498 -2.4094 0.0814
H 4.9738 -1.1619 1.1209
H 4.1494 -0.8187 -1.8163
H 5.8028 -0.8023 -1.1464
H 5.3861 2.2824 0.4015
```

Values from the calculation:
SMILES string: Cc1nn(Cc2ccccc2)c(C)c1NC(=O)CCC(=O)O
LUMO level (Ha): 0.02122
Multiplicity: 1
Molecular weight (g mol⁻¹): 301.346



Result of the stability comparison: model A is the least stable of them.



Model A:
Below is C3H5NO4 in the gas phase, with properties calculated with ωB97M-V with the def2-TZVPD basis set.

The geometry in XYZ format:
```
13
C3H5NO4, DFT ωB97M-V with the def2-TZVPD basis set
O 1.5454 1.5865 0.2322
C 1.9507 0.5250 -0.2783
N 1.2564 -0.6112 -0.2426
O 0.2565 -0.7816 0.7623
C -1.0518 -0.8630 0.2195
C -1.7220 0.4576 -0.0027
O -2.8541 0.4702 -0.4061
O -1.1106 1.5749 0.4114
H 2.8479 0.3743 -0.9378
H 1.6994 -1.4890 -0.4158
H -1.6605 -1.3719 0.9890
H -1.0336 -1.3659 -0.7536
H -0.1237 1.4942 0.4224
```

Values from the calculation:
SMILES string: O=CNOCC(=O)O
LUMO level (Ha): 0.01173
Multiplicity: 1
Molecular weight (g mol⁻¹): 119.076



Model B:
Below is 2 unconnected molecules or ions with the total composition C3H5NO4, with properties calculated with ωB97M-V with the def2-TZVPD basis set.

The geometry in XYZ format:
```
13
C3H5NO4, DFT ωB97M-V with the def2-TZVPD basis set
C -1.0880 1.7283 0.6640
C 0.4495 -1.6674 -1.7023
C -0.0517 1.1894 1.2808
N 0.9234 0.3534 0.6903
O 0.9174 0.4263 -0.5348
O 1.5875 -0.4246 1.3579
O -0.1794 -2.1431 -0.7449
O -1.2691 -1.6099 -0.2813
H -1.1511 1.5241 -0.3590
H -1.6876 2.3811 1.2700
H 1.4505 -2.0539 -1.7293
H 0.0164 -0.9512 -2.2657
H 0.0821 1.2476 2.3542
```

Values from the calculation:
LUMO level (spin up / spin down) (Ha): -0.03005 / -0.03005
Multiplicity: 1
Molecular weight (g mol⁻¹): 119.076



Result of the stability comparison: model B is the least stable of them.



Model A:
Below is a molecular structure, C21H31ClNO2P2Y, with properties calculated with ωB97M-V with the def2-TZVPD basis set.

The geometry in XYZ format:
```
59
C21H31ClNO2P2Y, DFT ωB97M-V with the def2-TZVPD basis set
C -3.9391 -2.4885 -0.3151
C -2.9665 -1.9657 0.5286
H -4.5916 -3.1321 0.2839
H -3.4140 -3.1475 -1.0575
H -4.5132 -1.6608 -0.7667
O -2.1775 -1.3454 1.1253
Cl -0.7405 0.3640 -3.2690
Y -0.0322 0.2807 -0.9252
P 1.0930 -2.3485 -0.6114
C 2.1667 -2.9237 0.7613
C -0.0742 -3.7238 -0.9045
H 0.5406 -4.6223 -1.0722
H 2.5927 -3.6250 -2.1093
H -0.6744 -3.5268 -1.8067
H 1.7157 -2.3180 -2.9494
H 1.6985 -2.6977 1.7257
H -0.7560 -3.8819 -0.0557
C 2.2471 -2.5845 -2.0283
H 2.3268 -4.0072 0.6962
H 3.1202 -1.9279 -1.9339
H 3.1505 -2.4361 0.7502
P -1.6028 2.2558 0.3172
C -1.1942 3.1880 1.8288
C -1.6019 3.5816 -0.9533
H -3.6569 1.2396 -0.4610
H -3.8899 2.8397 0.3186
H -3.6327 1.3747 1.3445
C -3.3832 1.8722 0.3972
H -1.7578 3.1229 -1.9429
H -2.4179 4.2797 -0.7075
H -1.9586 3.9607 1.9816
H -0.2116 3.6738 1.7355
H -0.6435 4.1227 -0.9530
H -1.1710 2.5173 2.6995
C -0.1400 -0.2480 1.5872
O -0.0257 -0.4385 2.7221
C 5.7755 -0.1175 -1.2883
C 5.1529 -0.4027 -0.0648
C 3.8726 0.0793 0.1899
C 3.1805 0.8044 -0.8025
C 3.7892 1.0219 -2.0582
C 5.0939 0.6007 -2.2792
N 1.9271 1.3864 -0.5019
C 2.0443 2.6756 0.0500
C 2.2448 2.8446 1.4334
C 2.5127 4.1095 1.9491
C 2.6096 5.2165 1.0925
C 2.4052 5.0516 -0.2844
C 2.0942 3.7967 -0.8039
H 6.7893 -0.4774 -1.4789
H 5.6914 -0.9638 0.7034
H 3.3994 -0.0770 1.1620
H 3.2389 1.5744 -2.8147
H 5.6067 0.8566 -3.2032
H 2.2473 1.9552 2.0665
H 2.6849 4.2266 3.0190
H 2.8360 6.2039 1.5023
H 2.5282 5.9066 -0.9575
H 1.9998 3.6384 -1.8758
```

Values from the calculation:
LUMO level (Ha): -0.33931
Charge: +2
Multiplicity: 1
Molecular weight (g mol⁻¹): 515.791



Model B:
Below is a molecular structure, C21H31ClNO2P2Y, with properties calculated with ωB97M-V with the def2-TZVPD basis set.

The geometry in XYZ format:
```
59
C21H31ClNO2P2Y, DFT ωB97M-V with the def2-TZVPD basis set
C -3.9439 0.9499 -3.1822
C -3.1506 0.2596 -2.1465
H -4.8473 0.3895 -3.4863
H -3.3285 1.1342 -4.0766
H -4.2535 1.9385 -2.8002
O -3.4486 -0.6895 -1.4710
Cl 0.9890 2.8205 -0.9800
Y -0.6564 0.9649 -0.9338
P 0.1721 -0.9066 -2.8137
C 0.3787 -2.7024 -2.6511
C -0.7939 -0.8346 -4.3650
H -0.2196 -1.3702 -5.1330
H 2.0506 -0.9281 -4.3651
H -0.9445 0.2109 -4.6718
H 1.8913 0.6541 -3.5316
H -0.4732 -3.1293 -2.1080
H -1.7756 -1.3085 -4.2355
C 1.8394 -0.4351 -3.4072
H 0.4343 -3.1555 -3.6492
H 2.5964 -0.7256 -2.6704
H 1.2929 -2.9309 -2.0952
P -2.2628 1.4573 1.2899
C -2.5824 0.4622 2.7818
C -1.5635 2.9701 2.0685
H -3.9597 2.5607 -0.0644
H -4.3099 2.6559 1.6943
H -4.6173 1.1367 0.7854
C -3.9566 2.0027 0.8836
H -1.1967 3.6525 1.2849
H -2.3458 3.4585 2.6682
H -3.3345 0.9688 3.4051
H -1.6574 0.3304 3.3581
H -0.7137 2.7023 2.7091
H -2.9566 -0.5275 2.4875
C -1.4377 -1.2430 -0.0093
O -1.7733 -2.2612 0.4163
C 4.7558 -1.5866 -0.4821
C 3.6479 -2.4089 -0.2819
C 2.4249 -1.8588 0.0704
C 2.2843 -0.4604 0.2076
C 3.4057 0.3680 -0.0492
C 4.6334 -0.1979 -0.3736
N 1.0671 0.0796 0.6589
C 1.0407 0.1316 2.0625
C 0.5995 -0.9735 2.8248
C 0.7347 -0.9595 4.2094
C 1.2737 0.1535 4.8554
C 1.6633 1.2754 4.1242
C 1.5406 1.2758 2.7381
H 5.7189 -2.0258 -0.7360
H 3.7429 -3.4893 -0.3746
H 1.5579 -2.4840 0.2801
H 3.2809 1.4482 0.0451
H 5.5069 0.4430 -0.5144
H 0.1973 -1.8390 2.2915
H 0.4300 -1.8332 4.7735
H 1.3786 0.1518 5.9399
H 2.0914 2.1441 4.6249
H 1.8827 2.1136 2.1201
```

Values from the calculation:
LUMO level (spin up / spin down) (Ha): -0.30485 / -0.29061
Charge: +2
Multiplicity: 1
Molecular weight (g mol⁻¹): 515.791



Result of the stability comparison: model A is the least stable of them.